C24H48AlBBeClF10LiN3O8P3 as an isolated structure. Source: the Open Molecules 2025 dataset; level of theory: ωB97M-V with the def2-TZVPD basis set.

```
! wB97M-V def2-TZVPD RIJCOSX def2/J DEFGRID3
* xyz 2 1
N 3.181 -6.103 -0.578
C 1.846 -6.676 -0.803
C 0.753 -5.778 -0.206
C 0.559 -4.503 -1.042
C 1.350 -3.329 -0.421
C 2.330 -2.681 -1.459
P 1.946 -0.973 -1.785
N 0.424 -0.968 -2.464
C 3.165 -0.106 -2.900
O 4.200 -0.941 -3.296
C 5.077 -1.332 -2.278
C 5.469 -0.504 -1.242
C 6.313 -1.029 -0.266
C 6.741 -2.341 -0.328
C 6.344 -3.163 -1.375
C 5.508 -2.643 -2.348
P 1.710 0.069 0.188
O 2.435 -0.886 1.234
Cl 2.679 1.868 0.181
H 3.534 -5.697 -1.432
H 3.826 -6.807 -0.250
H 1.649 -6.786 -1.872
H 1.750 -7.658 -0.364
H 1.078 -5.553 0.809
H -0.177 -6.339 -0.139
H 0.874 -4.723 -2.062
H -0.487 -4.204 -1.091
H 0.691 -2.550 -0.033
H 1.967 -3.690 0.392
H 2.410 -3.252 -2.384
H 3.318 -2.684 -0.999
H 0.198 -0.058 -2.851
H 0.413 -1.678 -3.196
H 3.502 0.844 -2.461
H 2.617 0.174 -3.798
H 5.124 0.517 -1.168
H 6.597 -0.388 0.555
H 7.374 -2.727 0.457
H 6.634 -4.200 -1.448
H 5.151 -3.256 -3.165
H 1.960 -0.749 2.079
C -0.841 1.949 3.625
C -1.218 1.147 2.374
C -2.540 0.352 2.613
O -0.275 0.228 2.085
H -0.689 1.290 4.479
H 0.073 2.528 3.478
H -1.633 2.655 3.886
H -1.466 1.890 1.586
H -2.420 -0.346 3.438
H -2.836 -0.200 1.724
H -3.336 1.056 2.861
C -5.533 5.188 4.210
C -4.272 5.798 3.624
N -3.808 5.134 2.410
C -2.498 5.552 2.002
C -2.336 7.033 1.561
C -4.793 5.005 1.340
C -5.410 6.288 0.782
H -5.391 4.128 4.420
H -5.780 5.690 5.144
H -6.391 5.303 3.549
H -3.478 5.721 4.374
H -4.451 6.875 3.466
H -2.153 4.908 1.189
H -1.811 5.366 2.832
H -2.745 7.215 0.566
H -1.257 7.265 1.517
H -2.825 7.710 2.281
H -5.598 4.366 1.702
H -4.341 4.436 0.522
H -5.679 6.987 1.567
H -6.323 6.051 0.238
H -4.752 6.791 0.071
Be 1.446 2.427 -2.078
F 1.929 -10.405 -2.721
P 0.521 -10.792 -1.829
F -0.634 -11.667 -2.587
F 1.380 -12.247 -1.848
F 0.993 -9.597 -0.810
F -0.099 -11.373 -0.454
F -0.183 -9.590 -2.681
C 5.938 -6.095 -5.208
O 5.316 -6.163 -3.953
H 5.208 -6.339 -5.974
H 6.339 -5.088 -5.383
H 6.769 -6.830 -5.229
H 5.991 -5.957 -3.287
F 0.349 1.293 -1.068
B -6.529 11.259 1.756
O -6.861 10.545 0.467
C -7.273 9.339 0.720
O -7.606 8.502 -0.069
C -7.240 9.132 2.294
O -7.544 8.116 2.856
O -6.814 10.233 2.832
F -7.310 12.358 1.916
F -5.179 11.576 1.780
Li 2.292 -12.234 -3.743
Al -1.491 9.454 1.884
F 7.064 -7.738 -3.489
*
```

Lowest unoccupied orbital energy (eV): -11.02
Strongest force on any atom (eV/A): 3.32
Electronic energy (eV): -121941.1463
Energy relative to the best compared isomer or geometry (same formula, charge and spin) (kcal/mol): 0.0
Orbital gap (eV): 0.87